{
  "formula": "C3H4N2S",
  "method": "wB97M-V/def2-TZVPD",
  "e_lumo_ha": [-0.0026, -0.1132],
  "relative_energy_kcal_mol": 16.4,
  "spin_multiplicity": 3,
  "charge": 0,
  "total_energy_ha": -624.260948,
  "symbols": ["C", "C", "C", "N", "N", "S", "H", "H", "H", "H"],
  "positions_angstrom": [[0.93668, -0.30342, -1.44439], [-1.01996, -0.76453, -0.09238], [0.35292, -0.77089, -0.26104], [1.38594, 0.06441, -2.43487], [0.61415, 1.38826, 1.19590], [-1.81680, -1.41190, 1.21695], [-1.63245, -0.31175, -0.86695], [1.00133, -1.23201, 0.46881], [0.41097, 2.07114, 0.46897], [-0.23278, 1.27068, 1.74899]]
}

=====

{
  "formula": "C3H4N2S2",
  "method": "wB97M-V/def2-TZVPD",
  "e_lumo_ha": -0.0165,
  "relative_energy_kcal_mol": 49.0,
  "charge": 0,
  "total_energy_ha": -1022.537482,
  "symbols": ["C", "C", "C", "H", "H", "H", "H", "N", "N", "S", "S"],
  "positions_angstrom": [[0.24749, 0.18184, 1.70230], [-0.35403, 1.12111, 0.60782], [-0.31438, 0.25480, -0.69153], [0.84849, -0.47372, 3.32847], [0.05088, 2.19260, 0.52014], [-1.37198, 1.21012, 0.75024], [1.54747, -1.28204, 1.15008], [0.56251, 0.49972, 2.86332], [0.48579, -1.12558, 1.13679], [-0.66072, 0.86513, -2.18159], [0.29275, -1.27841, -0.53473]]
}

=====

{
  "formula": "C3H4N2S3",
  "method": "wB97M-V/def2-TZVPD",
  "e_lumo_ha": -0.0300,
  "relative_energy_kcal_mol": 47.8,
  "charge": 0,
  "total_energy_ha": -1420.697659,
  "symbols": ["C", "C", "C", "H", "H", "H", "H", "N", "N", "S", "S", "S"],
  "positions_angstrom": [[-0.48068, 0.53209, 0.39225], [1.45628, -0.29258, -0.94248], [1.99455, 0.17337, 0.34756], [-3.56079, 0.02226, 0.94175], [-2.75346, -0.51847, -0.26170], [1.94827, -0.02411, -1.83781], [1.52473, -1.45771, -0.94254], [-2.82797, 0.41294, 0.24244], [-1.56499, 0.51729, 1.05765], [-0.19230, 0.31022, -1.18661], [3.59180, -0.33982, 0.62169], [0.86456, 0.66453, 1.56780]]
}

=====

{
  "formula": "C3H4N3",
  "method": "wB97M-V/def2-TZVPD",
  "e_lumo_ha": [-0.2495, -0.2496],
  "relative_energy_kcal_mol": 110.1,
  "charge": 1,
  "total_energy_ha": -280.453592,
  "symbols": ["C", "C", "C", "N", "N", "N", "H", "H", "H", "H"],
  "positions_angstrom": [[1.76750, -0.66463, 0.12130], [-0.04798, -0.35718, -0.42450], [-1.24305, 0.11534, 0.30303], [2.36998, 0.63177, 0.17730], [1.36613, 1.16584, -0.20197], [0.77679, -1.34654, -0.04465], [0.00538, -0.05404, -1.43463], [-1.64423, 1.07824, -0.12859], [-1.15779, -0.12950, 1.43702], [-2.19274, -0.43930, 0.19568]]
}

=====

{
  "formula": "C3H4N3",
  "method": "wB97M-V/def2-TZVPD",
  "e_lumo_ha": -0.3059,
  "relative_energy_kcal_mol": 98.4,
  "charge": 1,
  "total_energy_ha": -280.472190,
  "symbols": ["C", "C", "C", "N", "N", "N", "H", "H", "H", "H"],
  "positions_angstrom": [[-0.92915, 0.64690, 1.14304], [-0.67167, 1.93618, 1.74212], [0.29424, -0.51122, -0.78787], [0.36856, 2.31263, 1.13249], [0.96890, 1.70913, 0.36674], [-0.14077, 0.10187, 0.37393], [-1.07433, 2.51736, 2.52865], [1.25433, 0.14071, -0.92999], [-0.31580, -0.33614, -1.71024], [0.64906, -1.58976, -0.81077]]
}

=====

{
  "formula": "C3H4N3P",
  "method": "wB97M-V/def2-TZVPD",
  "e_lumo_ha": -0.0321,
  "relative_energy_kcal_mol": 5.2,
  "charge": 0,
  "total_energy_ha": -622.269209,
  "symbols": ["C", "C", "C", "N", "N", "N", "P", "H", "H", "H", "H"],
  "positions_angstrom": [[0.23523, -0.39545, -0.90349], [0.06379, -1.58631, -0.33433], [-0.03822, 0.71460, 0.03247], [-0.42611, 0.41733, 1.23388], [-0.67093, -2.04837, 2.62343], [0.12064, 1.97900, -0.37048], [-0.43923, -1.23684, 1.40058], [0.53569, -0.19217, -1.91618], [0.18896, -2.56425, -0.75692], [0.46842, 2.18558, -1.29164], [-0.03825, 2.72688, 0.28268]]
}

=====

{
  "formula": "C3H4N3S",
  "method": "wB97M-V/def2-TZVPD",
  "e_lumo_ha": [-0.2355, -0.2352],
  "relative_energy_kcal_mol": 90.6,
  "charge": 1,
  "total_energy_ha": -678.691156,
  "symbols": ["C", "C", "C", "N", "N", "N", "S", "H", "H", "H", "H"],
  "positions_angstrom": [[0.24614, 0.00406, 1.12488], [0.46279, -0.44156, -1.30820], [0.92336, 1.01234, 1.63038], [0.34332, -0.13237, -0.20377], [-1.59232, -1.19476, -3.30391], [-0.62398, -1.39887, -2.66353], [-2.87263, -0.56340, -3.74243], [-0.34041, -0.72358, 1.55667], [1.42906, 1.57471, 0.93953], [0.94543, 1.22721, 2.75648], [-0.07035, -2.21727, -2.78673]]
}

=====

{
  "formula": "C3H4N4",
  "method": "wB97M-V/def2-TZVPD",
  "e_lumo_ha": [-0.0484, -0.0374],
  "relative_energy_kcal_mol": 250.3,
  "charge": 0,
  "total_energy_ha": -335.374514,
  "symbols": ["C", "C", "C", "N", "N", "N", "N", "H", "H", "H", "H"],
  "positions_angstrom": [[0.29874, 1.36373, -1.15171], [1.32093, 1.98659, -1.53911], [-1.16208, -1.96845, 1.46218], [-0.33844, 0.54400, -0.40705], [-0.87252, -0.53995, -0.50864], [2.30539, 3.46010, -1.46178], [-1.34734, -1.42116, 0.13886], [-0.10766, -1.78722, 1.99803], [-1.92725, -1.64094, 2.14565], [-1.26317, -3.03395, 1.22819], [3.09340, 3.03725, -1.90461]]
}

=====

{
  "formula": "C3H4N4",
  "method": "wB97M-V/def2-TZVPD",
  "e_lumo_ha": -0.0061,
  "relative_energy_kcal_mol": 125.3,
  "charge": 0,
  "total_energy_ha": -335.573710,
  "symbols": ["C", "C", "C", "H", "H", "H", "H", "N", "N", "N", "N"],
  "positions_angstrom": [[0.98130, 0.00368, -0.75107], [-0.39883, 1.57514, 0.29696], [-1.29277, -0.52924, 0.41557], [1.58549, -1.81351, -0.01061], [1.73253, -0.54966, -1.54927], [-0.04655, 2.53592, 0.61183], [-2.30740, -0.78505, -0.05898], [0.92852, -0.99700, 0.57416], [0.57223, 1.16576, -0.54191], [-1.35952, 0.82162, 0.68671], [-0.39501, -1.42766, 0.32660]]
}

=====

{
  "formula": "C3H4N4",
  "method": "wB97M-V/def2-TZVPD",
  "e_lumo_ha": 0.0322,
  "relative_energy_kcal_mol": 80.8,
  "charge": 0,
  "total_energy_ha": -335.644517,
  "symbols": ["C", "C", "C", "N", "N", "N", "N", "H", "H", "H", "H"],
  "positions_angstrom": [[1.31101, -1.41530, -0.47555], [0.62526, 0.59803, 0.02277], [-2.07804, 1.61885, 0.92434], [1.55779, -0.27250, 0.31334], [0.16054, -1.30526, -1.03947], [-2.75628, 1.63317, 0.00889], [-0.21861, -0.08685, -0.86104], [1.68970, -2.47151, -0.29014], [-1.57717, 1.65584, 1.83076], [2.32917, -0.14634, 0.91878], [-1.04337, 0.19187, -1.35267]]
}

=====

{
  "formula": "C3H4N4",
  "method": "wB97M-V/def2-TZVPD",
  "e_lumo_ha": -0.0284,
  "relative_energy_kcal_mol": 143.2,
  "charge": 0,
  "total_energy_ha": -335.545125,
  "symbols": ["C", "C", "C", "H", "H", "H", "H", "N", "N", "N", "N"],
  "positions_angstrom": [[-2.05878, -0.19626, 0.42694], [1.01222, 0.34539, -0.21200], [2.51592, 0.02527, -0.12206], [-1.48434, -0.19990, 1.61665], [-3.11983, 0.01989, 0.04406], [0.59035, -1.27090, -0.76554], [-0.48032, 1.43000, -0.02480], [-1.23995, -0.42976, -0.78707], [0.11926, -0.71546, -0.09661], [0.62442, 1.54379, -0.19143], [3.52106, -0.55205, 0.11185]]
}

=====

{
  "formula": "C3H4N4",
  "method": "wB97M-V/def2-TZVPD",
  "e_lumo_ha": -0.0258,
  "relative_energy_kcal_mol": 109.4,
  "charge": 0,
  "total_energy_ha": -335.599031,
  "symbols": ["C", "C", "C", "H", "H", "H", "H", "N", "N", "N", "N"],
  "positions_angstrom": [[-0.31315, -1.18192, 0.46607], [-0.10078, 0.37126, -1.20043], [0.60407, 0.93367, 0.88066], [-0.38806, -3.08654, 0.16035], [-0.39941, 0.81427, -2.21462], [0.31620, 2.45686, -0.52519], [0.55736, 1.93797, 1.51398], [-0.54244, -2.34162, 0.94778], [-0.56261, -0.82443, -1.03394], [0.73949, 1.19961, -0.39262], [0.08932, -0.27915, 1.39794]]
}

=====

Repeat the fourth record exactly.
{
  "formula": "C3H4N3",
  "method": "wB97M-V/def2-TZVPD",
  "e_lumo_ha": [-0.2495, -0.2496],
  "relative_energy_kcal_mol": 110.1,
  "charge": 1,
  "total_energy_ha": -280.453592,
  "symbols": ["C", "C", "C", "N", "N", "N", "H", "H", "H", "H"],
  "positions_angstrom": [[1.76750, -0.66463, 0.12130], [-0.04798, -0.35718, -0.42450], [-1.24305, 0.11534, 0.30303], [2.36998, 0.63177, 0.17730], [1.36613, 1.16584, -0.20197], [0.77679, -1.34654, -0.04465], [0.00538, -0.05404, -1.43463], [-1.64423, 1.07824, -0.12859], [-1.15779, -0.12950, 1.43702], [-2.19274, -0.43930, 0.19568]]
}